(1)
Below is a 2-piece molecular cluster, C17H18Br3N4O3 overall at a distorted geometry, with properties calculated with wB97M-V/def2-TZVPD.

```
! wB97M-V def2-TZVPD RIJCOSX def2/J DEFGRID3
* xyz 1 1
C 1.109 -3.665 -0.291
C 2.114 -2.676 -0.929
O 1.372 -1.585 -1.545
C 1.405 -0.401 -0.874
N 0.006 0.179 -0.774
N -0.940 -0.580 -1.286
C -2.105 -0.032 -1.172
O -3.162 -0.805 -1.642
C -2.907 -1.294 -2.832
N -2.577 -1.673 -3.887
C -2.448 1.226 -0.633
C -3.823 1.735 -0.578
C -4.204 2.576 0.474
C -5.487 3.050 0.451
N -6.434 2.789 -0.425
C -6.080 1.995 -1.421
C -4.807 1.493 -1.513
C -1.398 1.967 -0.116
C -0.145 1.354 -0.203
C 1.071 2.057 0.369
C 0.699 3.281 1.219
O 0.413 3.136 2.367
Br 0.663 5.062 0.427
H 1.106 -4.586 -0.878
H 1.387 -3.933 0.732
H 0.093 -3.267 -0.317
H 2.604 -3.207 -1.748
H 2.927 -2.381 -0.219
H 1.721 -0.526 0.161
H 2.068 0.300 -1.397
H -3.510 2.848 1.259
H -5.761 3.727 1.258
H -6.833 1.757 -2.164
H -4.578 0.859 -2.361
H -1.560 2.945 0.314
H 1.662 1.403 1.015
H 1.699 2.404 -0.463
Br 5.426 -4.417 2.429
C 6.193 -2.634 2.310
C 5.205 -1.585 2.741
Br 3.872 -1.265 1.345
H 6.534 -2.504 1.287
H 7.051 -2.643 2.978
H 5.700 -0.628 2.891
H 4.660 -1.853 3.640
*
```

Summary:
**Orbital gap**: 7.356 eV
**Lowest unoccupied orbital energy**: -5.2 eV
**Largest force on an atom**: 2.5 eV/Å
**Molar mass**: 566.07 g mol⁻¹
**E_tot**: -240141.069 eV
**HOMO energy**: -12.56 eV

(2)
Below is C57H69BrN6O7S2ScSiTe as an isolated structure at a distorted geometry, with properties calculated with wB97M-V/def2-TZVPD.

```
! wB97M-V def2-TZVPD RIJCOSX def2/J DEFGRID3
* xyz 0 2
Sc -0.244 1.450 1.676
N -0.585 -0.303 6.058
C -0.868 0.512 5.023
N 0.001 1.028 4.226
C 1.358 0.746 4.444
N 2.243 1.260 3.679
N 1.653 2.017 2.671
C 2.282 3.169 2.451
C 1.666 4.113 1.624
C 2.250 5.375 1.355
C 1.596 6.270 0.561
C 0.348 5.909 0.016
C -0.161 4.666 0.315
N 0.450 3.761 1.095
C 1.738 -0.155 5.538
C 3.061 -0.507 5.803
C 3.362 -1.385 6.826
C 2.338 -1.929 7.599
C 1.022 -1.585 7.358
C 0.729 -0.695 6.330
H -1.344 -0.696 6.586
H -1.914 0.738 4.873
H 3.216 3.378 2.958
H 3.215 5.603 1.791
H 2.030 7.241 0.352
H -0.218 6.581 -0.613
H -1.117 4.367 -0.094
H 3.836 -0.078 5.181
H 4.391 -1.654 7.024
H 2.571 -2.622 8.397
H 0.221 -1.999 7.960
O -3.303 4.425 2.086
S -2.966 3.110 1.632
O -1.830 2.515 2.414
O -2.746 2.959 0.206
C -4.313 2.025 2.064
C -5.494 2.642 2.451
C -6.607 1.888 2.794
C -6.537 0.507 2.752
C -5.358 -0.116 2.368
C -4.235 0.627 2.023
S -2.784 -0.381 1.673
O -2.063 -0.454 2.937
O -3.310 -1.622 1.167
O -1.922 0.324 0.697
H -5.520 3.723 2.484
H -7.521 2.384 3.092
H -7.398 -0.094 3.016
H -5.302 -1.195 2.322
C -2.291 4.130 -8.673
C -2.056 3.613 -7.281
C -3.104 3.148 -6.500
C -2.901 2.675 -5.210
C -4.108 2.176 -4.460
C -1.596 2.661 -4.677
Te -1.548 2.027 -2.639
N 0.338 2.404 -2.294
C 0.921 2.052 -1.188
O 0.460 1.304 -0.259
C 2.350 2.491 -1.059
C 2.806 3.640 -1.697
C 4.129 4.028 -1.559
C 5.005 3.259 -0.803
C 4.554 2.106 -0.176
C 3.225 1.727 -0.295
C -1.700 -0.051 -2.998
C -0.775 -0.701 -3.823
C 0.355 0.006 -4.521
C -0.930 -2.067 -4.029
C -1.958 -2.788 -3.436
C -2.101 -4.267 -3.663
C -2.864 -2.109 -2.634
C -2.776 -0.739 -2.412
C -3.883 -0.109 -1.608
C -0.520 3.127 -5.442
C 0.929 3.189 -5.021
C -0.786 3.587 -6.732
H -3.335 4.023 -8.963
H -1.680 3.592 -9.399
H -2.028 5.187 -8.745
H -4.113 3.151 -6.898
H -5.011 2.355 -5.042
H -4.245 2.671 -3.494
H -4.043 1.102 -4.283
H 2.110 4.234 -2.273
H 4.475 4.938 -2.035
H 6.040 3.563 -0.698
H 5.232 1.510 0.422
H 2.856 0.852 0.223
H 0.792 0.799 -3.918
H 0.008 0.451 -5.458
H 1.147 -0.701 -4.765
H -0.210 -2.584 -4.656
H -1.198 -4.691 -4.102
H -2.932 -4.479 -4.339
H -2.303 -4.786 -2.725
H -3.663 -2.659 -2.149
H -4.222 -0.819 -0.855
H -4.739 0.110 -2.250
H -3.598 0.806 -1.092
H 1.135 2.710 -4.071
H 1.236 4.235 -4.936
H 1.546 2.734 -5.797
H 0.054 3.942 -7.321
C -0.874 -3.921 0.106
C -0.033 -4.176 1.364
C 0.256 -5.684 1.462
C -0.899 -3.768 2.568
Si 1.596 -3.192 1.270
Br 1.025 -1.045 1.726
C 2.865 -3.592 2.642
C 3.656 -4.858 2.266
C 2.151 -3.852 3.977
C 3.870 -2.454 2.884
C 2.349 -3.069 -0.483
C 2.453 -4.467 -1.119
C 1.510 -2.176 -1.411
C 3.757 -2.457 -0.436
H -1.829 -4.445 0.221
H -0.397 -4.302 -0.800
H -1.109 -2.865 -0.035
H -0.697 -6.224 1.430
H 0.746 -5.952 2.401
H 0.870 -6.059 0.639
H -1.849 -4.310 2.502
H -1.136 -2.703 2.571
H -0.441 -4.024 3.523
H 3.016 -5.723 2.076
H 4.321 -5.121 3.096
H 4.285 -4.704 1.386
H 1.538 -4.754 3.954
H 1.519 -3.011 4.281
H 2.906 -3.988 4.758
H 4.545 -2.298 2.043
H 4.485 -2.722 3.752
H 3.385 -1.501 3.111
H 1.473 -4.913 -1.305
H 3.033 -5.168 -0.513
H 2.958 -4.379 -2.088
H 0.488 -2.525 -1.543
H 1.988 -2.170 -2.399
H 1.461 -1.142 -1.060
H 4.485 -3.108 0.050
H 3.770 -1.487 0.067
H 4.101 -2.296 -1.464
*
```

Summary:
**Orbital gap (alpha / beta)**: 5.431 / 7.806 eV
**Lowest unoccupied orbital energy (alpha / beta)**: 0.4 / 0.4 eV
**Largest force on an atom**: 1.6 eV/Å
**Relative energy (zero: lowest compared OMol25 entry of this formula, charge and spin)**: 0.0000 eV
**Molar mass**: 1294.89 g mol⁻¹
**E_tot**: -211093.760 eV
**HOMO energy (alpha / beta)**: -5.01 / -7.44 eV

(3)
Below is C21H24N2OP2Sc as an isolated structure at a distorted geometry, with properties calculated with wB97M-V/def2-TZVPD.

```
! wB97M-V def2-TZVPD RIJCOSX def2/J DEFGRID3
* xyz 1 1
C -4.560 -2.148 -0.621
C -3.307 -1.988 -1.206
C -3.176 -0.941 -2.200
C -3.976 0.247 -2.036
C -4.924 0.245 -0.999
C -5.377 -1.000 -0.557
C -3.659 1.455 -2.703
C -2.456 1.413 -3.454
C -1.710 0.195 -3.575
C -0.338 0.269 -4.001
C 0.043 1.346 -4.787
C -0.755 2.510 -4.727
C -1.826 2.608 -3.846
H -4.841 -3.082 -0.122
H -5.327 1.218 -0.679
H -6.391 -1.085 -0.167
H -3.588 2.292 -1.929
H 0.992 1.329 -5.331
H -0.494 3.359 -5.360
H -2.306 3.548 -3.536
N -2.205 -1.031 -3.177
Sc -0.049 0.908 0.898
C -2.120 -2.716 -0.656
H -1.384 -3.159 -1.348
H -2.486 -3.534 -0.034
C 0.682 -0.645 -3.402
H 0.508 -1.728 -3.450
H 1.615 -0.476 -3.930
P -1.096 -1.682 0.651
P 1.150 -0.238 -1.606
C 2.446 1.047 -1.807
H 2.844 1.350 -0.824
H 3.266 0.622 -2.403
H 2.007 1.913 -2.321
C 2.267 -1.664 -1.273
H 3.203 -1.513 -1.835
H 2.493 -1.716 -0.193
H 1.767 -2.582 -1.623
C -2.117 -1.948 2.152
H -2.536 -2.964 2.193
H -1.509 -1.795 3.054
H -2.929 -1.215 2.165
C 0.199 -2.935 1.074
H 0.964 -2.467 1.718
H -0.246 -3.785 1.622
H 0.673 -3.313 0.156
C 1.677 0.323 1.843
O 2.637 0.043 2.458
H -0.930 2.092 0.287
N -2.608 1.470 3.314
C -1.865 1.310 2.399
*
```

Summary:
**Orbital gap (alpha / beta)**: 4.357 / 4.357 eV
**Lowest unoccupied orbital energy (alpha / beta)**: -6.0 / -6.0 eV
**Largest force on an atom**: 11.5 eV/Å
**Relative energy (zero: lowest compared OMol25 entry of this formula, charge and spin)**: 1.5613 eV
**Molar mass**: 427.34 g mol⁻¹
**E_tot**: -66460.225 eV
**HOMO energy (alpha / beta)**: -10.36 / -10.36 eV

(4)
Below is C14H39InO18P4 as an isolated structure at a distorted geometry, with properties calculated with wB97M-V/def2-TZVPD.

```
! wB97M-V def2-TZVPD RIJCOSX def2/J DEFGRID3
* xyz 2 1
In -0.502 -0.216 -0.135
C 3.463 0.998 -2.328
C 2.078 0.703 -1.737
O 1.440 1.513 -1.049
O 1.632 -0.465 -1.922
H 3.449 2.059 -2.557
H 3.672 0.346 -3.169
H 4.150 0.745 -1.521
C 1.712 -4.246 -1.783
O 2.491 -4.338 -0.594
P 1.947 -3.673 0.743
O 1.277 -2.371 0.520
O 1.012 -4.836 1.278
C 0.341 -4.566 2.540
O 3.177 -3.637 1.690
C 4.038 -4.768 1.906
H 2.350 -4.227 -2.663
H 1.227 -3.266 -1.868
H 0.884 -4.950 -1.849
H 0.689 -5.361 3.195
H -0.730 -4.675 2.383
H 0.492 -3.587 2.994
H 3.548 -5.474 2.574
H 4.921 -4.422 2.438
H 4.359 -5.197 0.960
C -6.123 0.230 -0.982
O -5.295 1.342 -0.610
P -4.441 1.289 0.718
O -3.028 0.912 0.479
O -5.270 0.375 1.709
C -4.670 0.010 2.967
O -4.676 2.694 1.372
C -4.752 3.930 0.671
H -5.610 -0.721 -0.827
H -6.465 0.259 -2.013
H -7.014 0.183 -0.356
H -5.361 0.269 3.761
H -3.660 0.410 3.059
H -4.499 -1.069 2.965
H -5.491 4.582 1.133
H -5.191 3.814 -0.323
H -3.778 4.405 0.592
C 4.037 2.901 3.510
O 3.108 2.334 2.586
P 2.694 0.825 2.656
O 1.650 0.506 1.662
O 2.460 0.516 4.169
C 2.170 -0.820 4.589
O 4.063 0.085 2.311
C 4.373 -0.484 1.049
H 3.636 3.701 4.134
H 4.877 3.327 2.966
H 4.404 2.195 4.256
H 1.298 -0.741 5.234
H 2.985 -1.222 5.190
H 2.018 -1.549 3.792
H 3.568 -0.416 0.320
H 4.632 -1.530 1.206
H 5.275 0.009 0.681
C -4.102 2.331 -3.703
O -2.817 2.940 -3.678
P -1.501 2.078 -3.583
O -1.329 1.395 -2.285
O -1.581 1.141 -4.862
C -0.619 0.097 -4.975
O -0.387 3.107 -4.021
C 0.267 3.919 -3.036
H -4.610 2.440 -4.659
H -4.829 2.744 -3.000
H -3.988 1.290 -3.396
H -1.022 -0.760 -5.511
H -0.215 -0.209 -4.008
H 0.255 0.375 -5.571
H -0.304 4.164 -2.142
H 0.542 4.849 -3.529
H 1.200 3.463 -2.710
*
```

Summary:
**Orbital gap**: 4.337 eV
**Lowest unoccupied orbital energy**: -11.2 eV
**Largest force on an atom**: 3.6 eV/Å
**Relative energy (zero: lowest compared OMol25 entry of this formula, charge and spin)**: 0.3477 eV
**Molar mass**: 734.16 g mol⁻¹
**E_tot**: -94325.877 eV
**HOMO energy**: -15.51 eV

(5)
Below is C44H35N10O2TeZn as an isolated structure at a distorted geometry, with properties calculated with wB97M-V/def2-TZVPD.

```
! wB97M-V def2-TZVPD RIJCOSX def2/J DEFGRID3
* xyz 0 2
Zn 10.542 -6.668 18.858
C 13.618 -5.803 15.457
C 12.626 -6.458 16.179
N 12.366 -6.108 17.428
C 13.142 -5.160 17.999
C 14.117 -4.475 17.229
N 14.336 -4.787 15.991
C 12.828 -4.889 19.388
C 13.289 -3.743 20.036
C 12.826 -3.472 21.357
C 12.027 -4.422 22.012
C 11.588 -5.557 21.324
N 11.962 -5.731 20.044
C 10.655 -6.513 21.914
C 10.465 -6.686 23.285
N 9.554 -7.511 23.757
C 8.881 -8.288 22.905
C 9.188 -8.284 21.554
N 10.053 -7.405 21.072
C 13.215 -2.236 22.034
C 13.066 -2.088 23.430
C 13.329 -0.838 23.980
N 13.741 0.226 23.289
C 13.980 0.050 21.953
C 13.729 -1.144 21.309
H 13.825 -6.046 14.450
H 11.991 -7.266 15.772
H 14.713 -3.602 17.606
H 14.090 -3.115 19.615
H 11.613 -4.151 22.999
H 11.018 -6.142 24.038
H 8.131 -8.906 23.358
H 8.715 -8.966 20.871
H 12.723 -2.925 24.042
H 13.141 -0.736 25.031
H 14.339 0.934 21.431
H 14.022 -1.239 20.264
O 10.643 -8.780 18.781
N 11.451 -9.175 17.772
C 12.604 -9.597 18.258
C 13.558 -10.280 17.487
N 14.336 -11.021 17.012
C 12.952 -9.289 19.607
N 13.175 -8.895 20.683
C 7.516 -1.239 10.635
C 7.673 -2.140 11.862
C 6.811 -1.901 12.952
C 6.899 -2.655 14.126
C 5.920 -2.448 15.232
C 7.946 -3.582 14.309
Te 8.592 -4.471 16.355
N 9.069 -5.625 18.158
C 8.219 -5.309 19.178
O 8.633 -5.077 20.378
C 6.734 -5.316 18.955
C 6.163 -5.913 17.869
C 4.776 -5.929 17.711
C 3.949 -5.262 18.653
C 4.540 -4.734 19.793
C 5.935 -4.753 19.931
C 9.264 -2.750 17.365
C 8.535 -2.329 18.469
C 8.979 -1.237 19.222
C 10.134 -0.519 18.880
C 10.865 -0.941 17.764
C 10.464 -2.086 17.072
C 11.232 -2.550 15.878
C 8.747 -3.920 13.216
C 9.809 -5.013 13.301
C 8.624 -3.142 12.028
H 7.343 -0.212 10.914
H 6.652 -1.600 10.057
H 8.406 -1.323 10.001
H 6.038 -1.117 12.889
H 5.022 -1.971 14.855
H 6.321 -1.689 15.931
H 5.667 -3.379 15.803
H 6.785 -6.384 17.108
H 4.298 -6.406 16.905
H 2.895 -5.245 18.525
H 3.917 -4.385 20.634
H 6.441 -4.332 20.826
H 7.608 -2.860 18.703
H 8.354 -0.949 20.040
H 10.483 0.289 19.538
H 11.762 -0.406 17.406
H 12.137 -1.894 15.803
H 10.596 -2.398 14.977
H 11.486 -3.617 15.882
H 9.626 -5.717 14.145
H 10.840 -4.602 13.476
H 9.734 -5.604 12.365
H 9.298 -3.395 11.220
*
```

Summary:
**Orbital gap (alpha / beta)**: 6.220 / 5.972 eV
**Lowest unoccupied orbital energy (alpha / beta)**: -1.6 / -1.8 eV
**Largest force on an atom**: 3.9 eV/Å
**Molar mass**: 928.82 g mol⁻¹
**E_tot**: -120898.522 eV
**HOMO energy (alpha / beta)**: -7.84 / -7.81 eV

(6)
Below is an isolated ion of composition CH2NO4S and charge -1 at a distorted geometry, with properties calculated with wB97M-V/def2-TZVPD.

```
! wB97M-V def2-TZVPD RIJCOSX def2/J DEFGRID3
* xyz -1 1
C 1.528 0.142 0.184
N 0.560 -0.691 -0.031
O -1.452 1.194 -1.006
O 0.643 -1.581 -0.903
O -0.503 -0.549 0.701
O -2.915 0.539 0.767
S -2.079 0.053 -0.349
H 2.555 0.006 -0.298
H 1.664 0.887 0.936
*
```

Summary:
**Orbital gap**: 8.486 eV
**Lowest unoccupied orbital energy**: 4.0 eV
**Largest force on an atom**: 3.8 eV/Å
**Relative energy (zero: lowest compared OMol25 entry of this formula, charge and spin)**: 3.9989 eV
**Molar mass**: 124.10 g mol⁻¹
**E_tot**: -21582.693 eV
**HOMO energy**: -4.46 eV

> Which value of molar mass does entry 6 give?

124.10 g mol⁻¹